Entry from the Open Molecules 2025 dataset: a gas-phase ion, C18H31ClNO2 (charge +1) (ωB97M-V/def2-TZVPD).

XYZ file:
```
53
C18H31ClNO2 ωB97M-V/def2-TZVPD
C -3.565 -2.094 1.809
C -2.999 -3.471 2.121
H -3.113 -4.140 1.264
H -3.523 -3.914 2.972
O -1.643 -3.434 2.568
C -0.699 -2.696 1.933
C -0.489 -2.671 0.549
C 0.515 -1.908 -0.031
C 1.357 -1.144 0.763
C 1.196 -1.184 2.135
C 0.199 -1.951 2.739
O 0.209 -1.870 4.080
C -0.671 -2.599 4.918
H -0.621 -3.669 4.721
H -0.320 -2.394 5.928
H -1.701 -2.254 4.816
H 1.845 -0.627 2.792
C 2.435 -0.308 0.130
H 3.150 -0.962 -0.377
H 2.973 0.264 0.884
N 1.871 0.614 -0.898
H 1.122 0.100 -1.384
H 2.594 0.843 -1.588
C 1.263 1.931 -0.471
C 0.110 1.677 0.490
H -0.392 2.617 0.702
H -0.622 0.988 0.084
H 0.468 1.274 1.433
C 2.341 2.762 0.224
H 1.982 3.779 0.353
H 3.255 2.806 -0.365
H 2.576 2.377 1.212
C 0.835 2.674 -1.755
H 0.170 3.474 -1.427
H 1.720 3.163 -2.170
C 0.133 1.961 -2.942
C -1.068 1.107 -2.528
H -1.602 0.789 -3.420
H -0.793 0.203 -1.984
H -1.758 1.684 -1.919
C 1.104 1.118 -3.787
H 2.071 1.606 -3.888
H 1.249 0.106 -3.411
H 0.698 1.010 -4.790
C -0.385 3.096 -3.839
H 0.434 3.729 -4.172
H -0.878 2.692 -4.718
H -1.104 3.715 -3.308
H 0.642 -1.973 -1.101
Cl -1.437 -3.629 -0.543
H -4.631 -2.181 1.623
H -3.411 -1.419 2.649
H -3.092 -1.668 0.926
```

Its multiplicity is 1. As for the total charge: +1. The calculation puts the energy above the lowest of the compared OMol25 structures with the same formula, charge and spin at 0.172 eV. The calculation puts the HOMO-LUMO gap at 0.3221 hartree. Its SMILES is CCOc1c(Cl)cc(C[NH2+]C(C)(C)CC(C)(C)C)cc1OC. As for the HOMO energy: -11.3 eV. The electronic energy is -1369.6565 a.u.


Entry from the Open Molecules 2025 dataset: 2 unconnected molecules or ions with the total composition C18H31N3O5 in a non-equilibrium geometry (ωB97M-V/def2-TZVPD).

XYZ file:
```
57
C18H31N3O5 ωB97M-V/def2-TZVPD
O 6.694 -0.203 -3.475
O -5.517 -3.846 5.577
O -4.808 0.388 2.127
O 4.953 2.712 -0.481
O -6.808 -2.495 2.718
C 5.957 -0.946 -2.841
C -5.447 -2.662 5.317
C -5.187 -0.767 1.955
C 5.427 1.832 -1.196
C -0.232 2.482 -0.983
C -0.772 1.600 -1.891
C -2.323 -0.278 -1.638
C -3.122 -0.197 -0.519
N -6.043 -1.817 6.207
N 6.750 1.643 -1.280
N 4.944 -0.504 -2.098
C 6.185 -2.438 -2.858
C -0.123 3.955 -1.260
C -0.878 0.129 -1.598
C 7.749 2.423 -0.550
C -4.935 -1.504 0.631
C -4.574 -0.591 -0.551
C -4.817 -2.160 4.031
C -5.867 -1.487 3.138
C 3.048 0.881 -1.490
C 4.495 0.892 -2.009
H -7.133 -3.025 3.472
H 0.128 2.114 -0.026
H -1.136 1.969 -2.846
H -2.738 -0.640 -2.574
H -2.703 0.188 0.407
H -6.285 -2.228 7.105
H -5.841 -0.825 6.144
H 7.072 0.958 -1.954
H 4.406 -1.186 -1.590
H 5.310 -2.931 -3.278
H 6.361 -2.791 -1.844
H 7.056 -2.654 -3.477
H -0.705 4.519 -0.525
H 0.922 4.272 -1.194
H -0.496 4.199 -2.260
H -0.310 -0.443 -2.338
H -0.455 -0.094 -0.613
H 7.508 2.428 0.515
H 8.741 1.992 -0.694
H 7.746 3.452 -0.913
H -5.851 -2.040 0.369
H -4.150 -2.251 0.779
H -4.790 -1.118 -1.486
H -5.200 0.308 -0.533
H -4.351 -2.996 3.501
H -4.029 -1.445 4.285
H -6.403 -0.721 3.710
H 2.427 0.248 -2.125
H 2.647 1.895 -1.511
H 3.021 0.511 -0.464
H 4.477 1.294 -3.023
```

Its multiplicity is 1. As for the total charge: 0. The calculation puts the energy above the lowest of the compared OMol25 structures with the same formula, charge and spin at 0.000 eV. The calculation puts the HOMO-LUMO gap at 0.3414 hartree. Its SMILES is C/C=C/C/C=C/CCC(=O)[C@@H](O)CC(N)=O.CNC(=O)[C@H](C)NC(C)=O. As for the HOMO energy: -8.7 eV. The electronic energy is -1244.9515 a.u.


Entry from the Open Molecules 2025 dataset: 7 unconnected molecules or ions with the total composition C18H31N5O6 in a non-equilibrium geometry (ωB97M-V/def2-TZVPD).

XYZ file:
```
60
C18H31N5O6 ωB97M-V/def2-TZVPD
C 11.785 7.271 17.250
C 11.336 8.667 16.863
O 9.874 8.781 16.926
C 9.141 8.569 15.818
O 9.612 8.431 14.711
O 7.881 8.627 16.090
C 6.944 8.450 14.967
H 11.359 6.866 18.214
H 12.846 7.237 17.355
H 11.579 6.564 16.425
H 11.692 8.889 15.867
H 11.684 9.435 17.599
H 5.956 8.159 15.316
H 7.229 7.595 14.247
H 6.832 9.387 14.388
C 7.657 13.364 14.691
C 7.860 13.940 13.353
O 9.232 13.571 12.915
C 9.509 13.876 11.677
O 8.709 14.014 10.764
O 10.871 13.933 11.505
C 11.309 14.129 10.164
H 7.655 12.255 14.702
H 6.678 13.685 15.058
H 8.368 13.786 15.352
H 7.897 14.999 13.358
H 7.140 13.548 12.668
H 12.315 13.745 10.102
H 11.320 15.216 9.949
H 10.644 13.604 9.457
C 11.655 7.398 6.786
C 10.580 6.390 6.884
N 9.792 5.571 6.984
H 12.261 7.205 5.917
H 12.217 7.334 7.703
H 11.215 8.401 6.656
C 8.606 6.914 9.683
C 7.517 7.455 10.483
N 6.590 7.897 11.042
H 9.321 7.720 9.517
H 8.209 6.695 8.682
H 9.046 6.031 10.152
C 12.667 7.642 11.193
C 13.225 6.669 10.259
N 13.522 5.942 9.408
H 12.726 7.274 12.200
H 11.571 7.809 10.957
H 13.164 8.596 11.077
C 9.853 10.061 12.042
C 10.107 10.146 10.618
N 10.467 10.153 9.578
H 10.497 9.356 12.539
H 8.847 9.612 12.135
H 9.767 11.105 12.459
C 6.366 11.400 10.081
C 5.763 11.252 11.398
N 5.398 11.203 12.467
H 7.168 10.576 9.919
H 6.814 12.390 10.019
H 5.538 11.151 9.309
```

Its multiplicity is 1. As for the total charge: 0. The calculation puts the HOMO-LUMO gap at 0.4156 hartree. Its SMILES is CCOC(=O)OC.CCOC(=O)OC.CC#N.CC#N.CC#N.CC#N.CC#N. As for the HOMO energy: -11.0 eV. The electronic energy is -1429.6374 a.u.


Entry from the Open Molecules 2025 dataset: a molecular structure, C18H31O2Si in a non-equilibrium geometry (ωB97M-V/def2-TZVPD).

XYZ file:
```
52
C18H31O2Si ωB97M-V/def2-TZVPD
C -1.271 1.866 3.845
O -0.756 0.749 3.071
C 0.520 0.908 2.524
C 1.398 -0.272 2.611
C 2.779 -0.005 2.655
C 3.656 -1.029 3.046
C 3.214 -2.361 3.179
C 4.232 -3.479 3.332
C 1.829 -2.611 3.076
C 0.929 -1.591 2.700
H -2.272 1.590 4.194
H -0.627 2.102 4.719
H -1.326 2.783 3.213
H 1.017 1.808 2.967
H 3.140 0.994 2.378
H 4.733 -0.832 3.179
H 3.769 -4.473 3.351
H 4.991 -3.511 2.524
H 4.755 -3.317 4.289
H 1.473 -3.637 3.212
H -0.125 -1.779 2.491
C -3.273 0.175 -3.901
C -1.804 0.202 -3.489
C -1.060 -0.996 -4.084
C -1.142 1.484 -3.997
Si -1.710 0.130 -1.604
C -2.551 1.601 -0.822
C -2.283 -1.528 -0.946
O -0.006 0.155 -1.414
C 0.785 0.993 -0.692
C 1.848 1.690 -1.460
C 0.449 1.258 0.644
H -3.822 1.043 -3.521
H -3.349 0.188 -4.995
H -3.786 -0.723 -3.545
H -0.005 -1.005 -3.789
H -1.498 -1.953 -3.788
H -1.093 -0.940 -5.179
H -0.084 1.537 -3.716
H -1.186 1.502 -5.093
H -1.637 2.388 -3.630
H -3.633 1.544 -1.015
H -2.409 1.623 0.267
H -2.177 2.547 -1.238
H -3.349 -1.695 -1.172
H -1.695 -2.345 -1.394
H -2.157 -1.567 0.148
H 2.375 2.343 -0.753
H 2.539 0.974 -1.944
H 1.479 2.328 -2.289
H 0.756 2.283 0.954
H -0.576 0.865 0.899
```

Its multiplicity is 1. As for the total charge: +1. The calculation puts the HOMO-LUMO gap at 0.2632 hartree. As for the HOMO energy: -11.7 eV. The electronic energy is -1144.1633 a.u.


Entry from the Open Molecules 2025 dataset: a molecular structure, C18H32BBr3F3I3O11Si2 in a non-equilibrium geometry (ωB97M-V/def2-TZVPD).

XYZ file:
```
73
C18H32BBr3F3I3O11Si2 ωB97M-V/def2-TZVPD
C 4.133 2.569 3.989
C 3.478 1.776 2.676
O 3.899 0.365 2.579
C 2.857 -0.486 1.983
C 2.890 -0.550 0.336
O 2.232 0.674 -0.150
C 1.748 0.526 -1.540
Si 0.940 2.209 -2.027
I 0.758 2.314 -4.493
O -0.532 2.606 -1.154
Si -1.527 1.196 -0.832
Br -1.837 -0.138 -2.704
C -0.835 0.069 0.619
C -2.170 -0.648 1.293
C -1.783 -2.104 1.984
F -0.310 -2.260 2.180
Br -2.594 -2.092 3.841
C -2.476 -3.393 1.196
F -3.946 -3.245 1.002
F -2.279 -4.573 2.104
Br -1.503 -3.861 -0.513
C -3.236 1.875 -0.139
I -5.007 1.318 -1.344
C -3.268 2.691 1.106
C -4.743 3.207 1.695
I -1.513 3.306 2.290
B 2.247 3.590 -1.517
O 2.427 3.738 -0.029
O 3.021 4.394 -2.489
H 3.615 3.632 4.030
H 5.287 2.777 3.778
H 3.969 1.950 4.993
H 2.296 1.876 2.771
H 3.867 2.311 1.700
H 1.763 -0.195 2.311
H 3.043 -1.588 2.383
H 2.253 -1.460 -0.048
H 3.981 -0.690 -0.062
H 2.715 0.412 -2.222
H 1.082 -0.419 -1.724
H -0.207 0.674 1.402
H -0.164 -0.745 0.114
H -3.009 -0.852 0.496
H -2.550 0.057 2.169
H -4.582 3.478 2.846
H -5.145 4.131 1.096
H -5.469 2.284 1.689
H 2.234 4.687 0.226
H 4.012 4.323 -2.254
C 4.978 -6.451 5.488
O 3.907 -6.650 4.568
C 3.031 -5.616 4.498
O 3.094 -4.578 5.138
O 2.073 -5.937 3.593
C 1.075 -4.934 3.414
H 5.616 -7.338 5.462
H 5.581 -5.585 5.197
H 4.595 -6.332 6.507
H 1.522 -4.007 3.039
H 0.535 -4.755 4.349
H 0.361 -5.296 2.669
C -3.857 1.178 -5.502
O -3.152 1.899 -6.511
C -3.877 2.145 -7.631
O -5.035 1.807 -7.824
O -3.091 2.831 -8.499
C -3.728 3.161 -9.732
H -3.182 1.038 -4.653
H -4.728 1.746 -5.159
H -4.156 0.192 -5.870
H -4.594 3.808 -9.558
H -4.022 2.254 -10.269
H -3.008 3.708 -10.348
```

Its multiplicity is 1. As for the total charge: 0. The calculation puts the energy above the lowest of the compared OMol25 structures with the same formula, charge and spin at 7.863 eV. The calculation puts the HOMO-LUMO gap at 0.3050 hartree. As for the HOMO energy: -9.2 eV. The electronic energy is -11051.2604 a.u.


Entry from the Open Molecules 2025 dataset: a molecular structure, C18H32F2N8O2Os in a non-equilibrium geometry (ωB97M-V/def2-TZVPD).

XYZ file:
```
63
C18H32F2N8O2Os ωB97M-V/def2-TZVPD
Os -0.293 0.200 0.341
N -1.534 -0.135 2.179
N -1.540 -1.531 2.395
C -0.470 -2.301 1.901
O -0.264 -3.398 2.342
O 0.206 -1.707 0.944
H -1.202 0.369 3.000
H -2.482 0.188 2.009
H -1.995 -1.874 3.229
C -0.089 2.697 -3.267
N -1.027 1.595 -3.457
C -1.778 1.668 -4.709
C -1.095 0.560 -2.624
N -0.034 0.249 -1.801
C 1.225 0.080 -2.300
C 1.510 -0.115 -3.665
C 2.805 -0.238 -4.096
C 3.876 -0.158 -3.178
C 3.630 -0.045 -1.840
C 2.305 0.022 -1.355
N 1.989 0.091 -0.041
C 2.751 -0.487 0.923
N 3.425 -1.626 0.713
C 2.956 -2.659 -0.205
C 4.659 -1.941 1.422
N 2.805 0.095 2.127
C 2.369 1.476 2.296
C 2.906 -0.693 3.355
N -2.207 -0.167 -2.530
C -2.193 -1.499 -1.928
C -3.543 0.372 -2.781
H 0.732 2.643 -3.985
H 0.316 2.694 -2.260
H -0.625 3.632 -3.427
H -1.076 1.902 -5.511
H -2.528 2.458 -4.681
H -2.253 0.718 -4.937
H 0.696 -0.186 -4.374
H 3.007 -0.384 -5.149
H 4.896 -0.201 -3.536
H 4.450 0.013 -1.137
H 1.927 -2.470 -0.494
H 2.989 -3.616 0.315
H 3.589 -2.729 -1.092
H 5.023 -1.078 1.972
H 5.415 -2.221 0.685
H 4.533 -2.786 2.100
H 2.805 2.123 1.539
H 2.684 1.823 3.276
H 1.275 1.565 2.239
H 2.838 -1.756 3.143
H 2.073 -0.431 4.010
H 3.834 -0.488 3.888
H -1.243 -1.997 -2.094
H -2.979 -2.096 -2.387
H -2.401 -1.460 -0.850
H -3.517 1.454 -2.864
H -4.176 0.116 -1.931
H -3.985 -0.060 -3.678
F -1.848 2.301 -0.514
C -0.702 2.222 0.286
F -1.091 2.607 1.560
H -0.022 3.002 -0.065
```

Its multiplicity is 5. As for the total charge: +2. The expectation value of S² is 6.03. The calculation puts the HOMO-LUMO gap (alpha / beta) at 0.3188 / 0.2308 hartree. As for the HOMO energy (alpha / beta): -14.2 / -14.9 eV. The electronic energy is -1583.4162 a.u.